Record 1
This record from OMol25 describes an isolated molecule of C3H4N2O3 in a non-equilibrium geometry. The level of theory is ωB97M-V/def2-TZVPD.

Each line ends with the Mulliken charge.
Cartesian coordinates (Å):
C  -0.085  1.429  -0.908  -0.704
N  0.086  0.062  -0.461  -0.084
C  -1.078  -0.780  -0.226  0.117
N  -0.926  -1.767  0.592  -0.303
O  0.310  -1.862  1.204  -0.154
C  1.293  -0.985  1.201  0.653
O  2.426  -1.001  1.580  -0.461
O  0.751  0.248  0.806  -0.248
H  0.894  2.073  -0.866  0.279
H  -1.028  1.905  -0.259  0.250
H  -0.518  1.210  -2.003  0.310
H  -2.123  -0.530  -0.662  0.345

Computed properties:
M, g/mol: 116.08
SMILES: CN1C=NOC(=O)O1
Relative energy (zero: lowest compared OMol25 entry of this formula, charge and spin), kcal/mol: 123.5
HOMO, eV: -9.93
E_LUMO, eV: 0.30


Record 2
This record from OMol25 describes an isolated molecule of C3H4N2O4 in a non-equilibrium geometry. The level of theory is ωB97M-V/def2-TZVPD.

Each line ends with the Mulliken charge.
Cartesian coordinates (Å):
N  1.689  1.274  -0.049  -0.323
C  1.408  0.032  0.228  0.600
O  2.038  -0.923  0.617  -0.564
C  -0.286  -0.179  0.073  -0.153
C  -0.708  -1.338  -0.366  -0.190
O  -1.987  -1.610  -0.558  -0.452
N  -0.981  0.988  0.465  0.913
O  -0.734  2.065  -0.060  -0.630
O  -1.837  0.888  1.348  -0.538
H  1.022  1.832  -0.670  0.273
H  2.535  1.713  0.153  0.204
H  -0.126  -2.154  -0.365  0.490
H  -2.035  -2.588  -0.817  0.370

Computed properties:
M, g/mol: 132.08
SMILES: NC(=O)/C(=C/O)[N+](=O)[O-]
Relative energy (zero: lowest compared OMol25 entry of this formula, charge and spin), kcal/mol: 117.0
HOMO, eV: -9.93
E_LUMO, eV: -0.31


Record 3
This record from OMol25 describes an isolated molecule of C3H4N2O5 in a non-equilibrium geometry. The level of theory is ωB97M-V/def2-TZVPD.

Each line ends with the Mulliken charge.
Cartesian coordinates (Å):
C  0.364  -0.020  -0.249  1.424
C  0.609  1.454  -0.326  -0.789
C  1.509  -0.586  0.598  -1.447
N  0.147  2.468  0.032  0.625
N  -2.091  -1.050  0.159  1.114
O  -0.113  3.582  0.298  -0.477
O  -2.571  -1.522  1.110  -0.524
O  -2.363  -1.071  -0.985  -0.528
O  -0.881  -0.269  0.517  -0.399
O  0.345  -0.633  -1.472  -0.475
H  2.431  -0.083  0.315  0.395
H  1.606  -1.652  0.421  0.363
H  1.304  -0.399  1.649  0.376
H  -0.295  -0.218  -2.067  0.341

Computed properties:
⟨S²⟩: 2.0131
M, g/mol: 148.07
Spin multiplicity: 3
Relative energy (zero: lowest compared OMol25 entry of this formula, charge and spin), kcal/mol: 0.0
HOMO (alpha / beta), eV: -6.55 / -10.52
E_LUMO (alpha / beta), eV: 0.49 / -3.42